Computed, not measured: a single C21H27N3O4S molecule, with ωB97M-V with the def2-TZVPD basis set.

ΔE to the lowest compared entry with this formula, charge and spin, kJ/mol: 202.7
Kohn-Sham gap, eV: 8.56
LUMO energy, eV: 0.6
Total energy, eV: -45711.1645

Each line ends with the Löwdin charge.
CARTESIAN COORDINATES (ANGSTROEM)
C (3.51135, 3.86702, -0.32679)  -0.082
O (3.24394, 3.41697, 0.98152)  -0.078
C (2.65145, 2.19993, 1.12045)  -0.265
C (2.47754, 1.27932, 0.09792)  -0.023
C (1.81500, 0.09522, 0.36466)  -0.040
C (1.32065, -0.20365, 1.62137)  -0.156
C (0.50080, -1.44935, 1.84230)  -0.108
N (-0.94034, -1.27355, 1.78661)  -0.118
C (-1.64089, -0.83322, 2.96617)  -0.166
C (-3.02240, -1.48872, 2.92058)  -0.148
N (-3.61556, -1.30099, 1.61415)  0.098
C (-2.96494, -1.03545, 0.47271)  -0.436
O (-3.55632, -0.98246, -0.59684)  0.043
C (-1.48558, -0.69335, 0.58756)  -0.199
C (-1.39173, 0.86196, 0.46232)  -0.011
C (-1.00915, 1.32322, -0.93669)  -0.498
O (-0.13700, 2.14672, -1.13836)  0.052
N (-1.73722, 0.75620, -1.91619)  0.062
C (-1.40393, 0.92782, -3.30980)  -0.176
C (-0.86916, -0.33674, -3.89936)  -0.491
C (-1.10219, -0.88164, -5.12013)  -0.131
C (-0.40553, -2.09553, -5.33167)  -0.142
C (0.34937, -2.47580, -4.26986)  -0.584
C (1.20352, -3.68396, -4.11970)  -0.109
S (0.22021, -1.32335, -2.97525)  1.089
C (1.54627, 0.70803, 2.66475)  -0.226
O (1.06519, 0.34943, 3.89699)  -0.101
C (1.31233, 1.20585, 4.98364)  -0.082
C (2.20843, 1.89545, 2.40911)  0.064
H (2.61378, 3.81585, -0.94953)  0.097
H (3.82942, 4.90363, -0.22416)  0.092
H (4.31539, 3.28814, -0.79339)  0.094
H (2.82029, 1.47630, -0.90288)  0.108
H (1.66145, -0.60944, -0.43965)  0.088
H (0.75843, -2.18053, 1.06826)  0.128
H (0.73191, -1.87914, 2.81890)  0.126
H (-1.74776, 0.26048, 3.02135)  0.125
H (-1.10598, -1.16472, 3.85523)  0.123
H (-2.91939, -2.56232, 3.12184)  0.121
H (-3.68536, -1.05397, 3.67444)  0.120
H (-4.59490, -1.53403, 1.51398)  0.153
H (-0.96548, -1.14574, -0.26352)  0.129
H (-0.63712, 1.24565, 1.14791)  0.114
H (-2.35293, 1.31757, 0.71610)  0.136
H (-2.46177, 0.08033, -1.67902)  0.104
H (-2.28422, 1.24862, -3.87703)  0.130
H (-0.64620, 1.72090, -3.34930)  0.124
H (-1.75042, -0.43358, -5.85215)  0.109
H (-0.47190, -2.66465, -6.24224)  0.108
H (1.16420, -4.28018, -5.02829)  0.078
H (0.86365, -4.29499, -3.28362)  0.075
H (2.23900, -3.40320, -3.92808)  0.075
H (0.83015, 2.17939, 4.84745)  0.097
H (0.88202, 0.71076, 5.85354)  0.093
H (2.38474, 1.35303, 5.14477)  0.098
H (2.38489, 2.63047, 3.17690)  0.116